This record from OMol25 describes a molecular structure, C12H33FN3O3Pd in a non-equilibrium geometry. The level of theory is the ωB97M-V functional and the def2-TZVPD basis.

As for the net charge: 0. The LUMO energy (alpha / beta) is 0.60 / -1.47 eV. For the highest occupied orbital energy (alpha / beta), the calculation gives -6.0 / -8.3 eV. For the gap between HOMO and LUMO (alpha / beta), the calculation gives 6.55 / 6.87 eV. Its spin multiplicity is 4. The expectation value of S² is 3.754. The calculation puts the maximum force at 3.8 eV/A.

Last column: natural (NBO) charge in e.
Positions of all 53 atoms, in Å:
Pd -0.121 1.136 2.835  0.6571
F -0.867 0.852 0.816  -0.8324
C 2.706 -2.012 1.130  -0.6368
C 2.331 -0.776 2.006  -0.0708
C 2.485 0.566 1.293  -0.0766
O 1.868 1.619 1.984  -0.5861
C 2.420 2.903 1.806  -0.2536
N 0.894 -0.981 2.304  -0.8643
H 3.731 -1.950 0.763  0.2107
H 2.012 -2.222 0.316  0.2413
H 2.755 -2.876 1.792  0.2115
H 3.048 -0.750 2.826  0.2018
H 1.988 0.447 0.330  0.1934
H 3.554 0.717 1.145  0.1885
H 2.455 3.088 0.732  0.1861
H 3.373 2.888 2.334  0.1859
H 1.803 3.751 2.103  0.2225
H 0.453 -1.313 1.458  0.4248
H 0.848 -1.817 2.868  0.3767
C -2.609 -2.318 0.101  -0.6096
C -1.304 -2.773 0.452  -0.0691
C -0.845 -4.208 0.007  -0.0450
O -1.677 -5.199 0.526  -0.5653
C -1.300 -6.561 0.531  -0.2542
N -0.414 -1.824 -0.126  -0.9051
H -3.397 -2.878 0.604  0.2096
H -2.708 -2.371 -0.983  0.2024
H -2.786 -1.292 0.422  0.2238
H -1.302 -2.714 1.541  0.1768
H 0.162 -4.382 0.387  0.1548
H -0.764 -4.439 -1.055  0.1616
H -0.465 -6.659 1.225  0.1769
H -1.319 -6.847 -0.521  0.1808
H -2.061 -7.155 1.037  0.1925
H -0.790 -0.911 0.083  0.4171
H -0.182 -1.849 -1.109  0.3822
C -2.244 3.768 -2.865  -0.6329
C -1.159 2.937 -2.123  -0.0695
C -0.513 3.645 -0.826  -0.0577
O 0.174 4.809 -1.183  -0.5626
C 1.072 4.841 -2.285  -0.2581
N -1.828 1.683 -1.756  -0.8522
H -2.730 3.170 -3.637  0.2203
H -1.874 4.691 -3.311  0.2115
H -2.997 4.159 -2.181  0.2028
H -0.366 2.626 -2.802  0.1737
H 0.287 3.038 -0.403  0.1610
H -1.315 3.904 -0.135  0.1935
H 1.362 5.863 -2.529  0.1992
H 0.563 4.591 -3.216  0.1641
H 1.858 4.086 -2.265  0.1621
H -1.494 1.309 -0.879  0.3972
H -2.771 1.989 -1.564  0.3377